This record from the Open Molecules 2025 dataset describes a molecular structure, ClO4Rb3 in a non-equilibrium geometry. The level of theory is ωB97M-V/def2-TZVPD.

Values from the calculation:
**Strongest force on any atom**: 17.7 eV Å⁻¹
**Charge**: +2
**E_HOMO**: -18.42 eV
**Calculated total energy**: -832.29802 Eh
**Lowest unoccupied orbital energy**: -7.3 eV
**Energy relative to the best compared isomer or geometry (same formula, charge and spin)**: 36.9 kcal per mole

Atoms and positions in Å:
O  14.26  3.06  -0.67
Rb  11.70  3.36  -3.30
Rb  15.31  4.05  -1.98
Rb  14.44  -0.67  -1.81
O  12.50  1.99  0.33
O  14.26  0.95  -0.78
Cl  13.29  2.02  -0.85
O  12.48  2.31  -2.05

Want to see where the charge sits? The Mulliken charges in e are: atom 1 (O): -0.800, atom 2 (Rb): 0.933, atom 3 (Rb): 0.881, atom 4 (Rb): 0.894, atom 5 (O): -0.535, atom 6 (O): -0.714, atom 7 (Cl): 2.084, atom 8 (O): -0.743